# 1
Here is a gas-phase ion, C3H7N2O3 (charge +1) at a distorted geometry from the OMol25 dataset. Energies are from ωB97M-V/def2-TZVPD.

E_tot ... -12332.2013 eV
Net charge ... +1
Spin multiplicity ... 3
E_LUMO (spin up / spin down) ... -4.7 / -9.2 eV
HOMO (spin up / spin down) ... -0.51147 / -0.57859 Eh
Frontier orbital gap (spin up / spin down) ... 9.24 / 6.54 eV

XYZ file:
```
15
C3H7N2O3 ωB97M-V/def2-TZVPD
C -0.42 0.72 0.01
C 0.65 -1.49 -0.39
C 1.04 -0.10 0.03
N -0.93 1.14 1.13
N -1.30 0.85 -1.19
O -0.72 0.89 -2.24
O -2.45 0.96 -0.94
O 1.52 0.05 1.28
H -0.28 -1.70 0.28
H 0.13 -1.49 -1.42
H 1.29 -2.29 -0.33
H 1.55 0.49 -0.69
H -0.42 1.22 1.94
H -1.99 1.21 1.14
H 2.32 -0.44 1.39
```



# 2
Here is C5H10O2 in the gas phase from the OMol25 dataset. Energies are from ωB97M-V/def2-TZVPD.

E_tot ... -9440.2800 eV
E_LUMO ... 0.9 eV
HOMO ... -0.36271 Eh
Frontier orbital gap ... 10.79 eV
SMILES ... COC[C@H]1C[C@H]1O

XYZ file:
```
17
C5H10O2 ωB97M-V/def2-TZVPD
C 2.24 -0.63 0.80
O 0.91 -0.87 0.43
C 0.55 -0.10 -0.67
C -0.95 -0.09 -0.91
C -1.92 -0.56 0.14
C -1.73 0.90 -0.08
O -1.03 1.61 0.90
H 2.93 -0.87 -0.02
H 2.47 -1.25 1.66
H 2.39 0.43 1.07
H 0.89 0.95 -0.50
H 1.09 -0.43 -1.57
H -1.25 -0.21 -1.95
H -2.85 -1.00 -0.21
H -1.50 -0.98 1.05
H -2.51 1.47 -0.57
H -0.18 1.88 0.51
```



# 3
Here is 8 unconnected molecules or ions with the total composition H14IO7 from the OMol25 dataset. Energies are from ωB97M-V/def2-TZVPD.

E_tot ... -22664.4876 eV
Net charge ... -1
E_LUMO ... 3.0 eV
HOMO ... -0.20135 Eh
Frontier orbital gap ... 8.47 eV

XYZ file:
```
22
H14IO7 ωB97M-V/def2-TZVPD
I 15.37 15.44 -14.88
O 17.92 17.95 -16.48
H 17.39 17.99 -17.29
H 17.53 17.20 -16.01
O 12.82 16.02 -17.70
H 13.13 15.75 -16.82
H 12.00 15.54 -17.83
O 11.98 14.45 -13.72
H 11.47 15.17 -13.33
H 12.53 14.89 -14.39
O 17.60 13.34 -17.01
H 17.06 14.12 -16.81
H 16.95 12.63 -17.04
O 14.18 12.54 -16.65
H 14.59 13.38 -16.35
H 14.10 12.04 -15.82
O 16.59 12.33 -13.25
H 16.59 13.17 -13.75
H 17.11 12.53 -12.47
O 15.67 17.10 -18.40
H 15.33 16.72 -17.57
H 14.86 17.25 -18.90
```



# 4
Here is a molecular structure, C52H61AlFN5O6Si at a distorted geometry from the OMol25 dataset. Energies are from ωB97M-V/def2-TZVPD.

E_tot ... -91841.1985 eV
E_LUMO (spin up / spin down) ... -1.4 / -1.4 eV
HOMO (spin up / spin down) ... -0.16255 / -0.16732 Eh
Frontier orbital gap (spin up / spin down) ... 2.99 / 3.13 eV

XYZ file:
```
127
C52H61AlFN5O6Si ωB97M-V/def2-TZVPD
Al -0.32 -0.76 0.23
C -4.03 5.48 -0.95
C -2.92 5.61 0.08
N -2.02 4.49 0.01
C -2.19 3.45 0.90
C -1.68 2.22 0.70
C -1.73 1.22 1.84
O -2.29 1.54 2.88
O -1.12 0.12 1.63
C -1.03 1.90 -0.53
O -0.63 0.70 -0.81
C -0.76 2.98 -1.41
C -0.06 2.79 -2.63
C 0.31 3.87 -3.37
F 0.97 3.67 -4.57
C 0.07 5.18 -2.97
C -0.73 5.38 -1.83
C -1.18 4.31 -1.08
N 0.51 6.35 -3.69
C 1.88 6.29 -4.15
C 2.30 7.65 -4.69
N 1.39 7.97 -5.82
C -0.01 8.08 -5.32
C -0.41 6.72 -4.76
H -4.70 6.33 -0.91
H -4.60 4.57 -0.76
H -3.60 5.41 -1.95
H -3.35 5.63 1.09
H -2.37 6.55 -0.06
H -2.73 3.68 1.81
H 0.16 1.79 -2.95
H -0.96 6.39 -1.57
H 2.05 5.54 -4.94
H 2.50 6.02 -3.29
H 3.33 7.63 -5.04
H 2.18 8.42 -3.93
H 1.42 7.18 -6.48
H 1.68 8.83 -6.30
H -0.67 8.38 -6.14
H -0.03 8.83 -4.53
H -0.44 5.97 -5.58
H -1.41 6.78 -4.33
C -1.14 -2.50 0.92
Si -0.32 -3.16 2.47
C -0.04 -1.96 3.96
N 1.06 -1.02 3.82
C 2.34 -1.57 4.24
C 3.20 -0.58 5.03
C 2.44 -0.09 6.27
C 1.04 0.41 5.89
C 0.80 0.30 4.38
C 1.26 -4.17 2.10
C 1.72 -4.28 0.80
C 2.86 -5.02 0.50
C 3.54 -5.67 1.51
C 3.08 -5.59 2.82
C 1.95 -4.85 3.10
C -1.55 -4.44 3.20
C -1.31 -5.81 3.23
C -2.25 -6.71 3.70
C -3.47 -6.25 4.16
C -3.75 -4.90 4.13
C -2.80 -4.01 3.66
H -2.19 -2.32 1.17
H -1.13 -3.31 0.20
H 0.04 -2.53 4.90
H -0.96 -1.39 4.03
H 2.88 -1.92 3.36
H 2.18 -2.45 4.88
H 3.48 0.27 4.41
H 4.12 -1.08 5.34
H 3.02 0.70 6.75
H 2.36 -0.91 6.98
H 0.91 1.45 6.17
H 0.28 -0.17 6.42
H 1.45 1.02 3.87
H -0.23 0.58 4.14
H 1.20 -3.76 0.01
H 3.20 -5.09 -0.52
H 4.43 -6.25 1.29
H 3.60 -6.11 3.61
H 1.59 -4.80 4.12
H -0.36 -6.18 2.86
H -2.03 -7.77 3.72
H -4.21 -6.95 4.54
H -4.70 -4.53 4.49
H -3.02 -2.95 3.64
C -3.36 -5.39 -0.33
O -2.61 -4.76 -1.34
C -2.86 -3.43 -1.61
C -3.94 -2.72 -1.14
C -4.11 -1.39 -1.51
C -3.19 -0.78 -2.35
C -2.08 -1.48 -2.80
C -1.89 -2.81 -2.43
N -0.88 -3.62 -2.88
C 0.28 -3.33 -3.52
C 1.06 -2.17 -3.47
C 1.97 -1.94 -4.52
C 2.81 -0.85 -4.54
C 2.77 0.05 -3.49
C 1.92 -0.16 -2.42
C 1.07 -1.27 -2.34
O 0.39 -1.53 -1.26
H -4.40 -5.52 -0.63
H -3.30 -4.84 0.61
H -2.90 -6.37 -0.20
H -4.66 -3.18 -0.49
H -4.96 -0.84 -1.14
H -3.33 0.24 -2.65
H -1.37 -1.00 -3.46
H -1.06 -4.60 -2.67
H 0.63 -4.14 -4.16
H 1.97 -2.63 -5.35
H 3.47 -0.69 -5.38
H 3.41 0.92 -3.49
H 1.87 0.53 -1.59
C 3.74 -1.45 0.55
O 2.33 -1.46 0.78
C 1.64 -0.39 0.99
C 2.35 0.92 1.14
H 3.95 -0.97 -0.40
H 4.04 -2.50 0.50
H 4.28 -0.95 1.36
H 3.06 1.11 0.32
H 2.92 0.91 2.07
H 1.62 1.72 1.18
```



# 5
Here is a molecular structure, C2H2BeF at a distorted geometry from the OMol25 dataset. Energies are from ωB97M-V/def2-TZVPD.

E_tot ... -5221.0577 eV
Spin multiplicity ... 2
E_LUMO (spin up / spin down) ... -0.1 / -0.5 eV
HOMO (spin up / spin down) ... -0.27123 / -0.38955 Eh
Frontier orbital gap (spin up / spin down) ... 7.28 / 10.12 eV

XYZ file:
```
6
C2H2BeF ωB97M-V/def2-TZVPD
F -1.70 0.07 0.08
H -0.17 -1.40 0.18
C 0.51 -0.50 -0.16
C -0.35 0.50 -0.28
H -0.26 1.53 0.07
Be 1.98 -0.20 0.11
```



# 6
Here is 2 unconnected molecules or ions with the total composition C4H12 at a distorted geometry from the OMol25 dataset. Energies are from ωB97M-V/def2-TZVPD.

E_tot ... -4341.9306 eV
E_LUMO ... 1.1 eV
HOMO ... -0.41952 Eh
Frontier orbital gap ... 12.55 eV
SMILES ... CC.CC

XYZ file:
```
16
C4H12 ωB97M-V/def2-TZVPD
C 0.20 0.28 2.28
C -1.03 0.97 1.71
H 0.50 -0.57 1.67
H 1.00 1.01 2.11
H 0.06 0.10 3.34
H -1.93 0.94 2.36
H -1.03 2.06 1.62
H -1.54 0.68 0.78
C 1.15 -0.42 -1.75
C -0.16 -1.02 -2.21
H 1.79 -0.22 -2.61
H 0.89 0.59 -1.39
H 1.66 -0.89 -0.92
H -0.69 -0.42 -2.95
H -0.87 -1.08 -1.38
H 0.01 -2.00 -2.65
```